Record 1
ORCA calculation (wB97M-V/def2-TZVPD) on a 3-piece molecular cluster, C21H45N3O3P overall at a distorted geometry.

The multiplicity is 1. Its energy is -1558.1364 a.u. Its net charge is +1. As for the LUMO energy: -4.52 eV.

Positions of all 73 atoms, in Å:
C: 7.657 -1.290 -0.732
C: 6.227 -0.742 -0.547
C: 6.119 0.779 -0.745
C: 4.703 1.296 -1.092
C: 3.545 0.647 -0.277
C: 2.724 1.685 0.540
C: 1.211 1.593 0.410
C: 0.522 2.718 0.021
C: -0.881 2.630 -0.086
N: -1.574 1.570 0.184
N: -0.879 0.522 0.583
P: -1.893 -0.913 0.993
N: -1.958 -1.978 -0.130
C: 0.442 0.417 0.706
C: 1.147 -0.853 1.132
C: 1.256 -1.892 -0.043
C: 2.627 -2.614 -0.083
O: 0.971 -1.283 -1.294
H: 7.859 -1.591 -1.766
H: 8.424 -0.614 -0.343
H: 7.720 -2.219 -0.147
H: 5.494 -1.309 -1.137
H: 5.962 -0.949 0.505
H: 6.519 1.359 0.096
H: 6.758 1.032 -1.607
H: 4.700 2.373 -0.869
H: 4.483 1.213 -2.162
H: 2.856 0.200 -1.001
H: 3.868 -0.141 0.406
H: 2.989 2.710 0.252
H: 2.948 1.630 1.619
H: 1.039 3.647 -0.194
H: -1.409 3.521 -0.422
H: -1.423 -1.370 2.242
H: -3.194 -0.400 1.206
H: -1.384 -1.691 -0.922
H: 0.640 -1.373 1.949
H: 2.131 -0.579 1.517
H: 0.512 -2.674 0.149
H: 3.245 -2.329 -0.943
H: 3.213 -2.453 0.829
H: 2.459 -3.694 -0.172
H: 1.559 -1.618 -1.979
C: -4.151 -3.523 -5.005
C: -4.115 -2.059 -5.407
O: -4.373 -1.168 -4.335
C: -3.459 -1.209 -3.259
C: -2.038 -0.837 -3.660
H: -5.078 -3.754 -4.480
H: -4.076 -4.160 -5.887
H: -3.324 -3.779 -4.339
H: -4.897 -1.872 -6.144
H: -3.164 -1.809 -5.892
H: -3.487 -2.188 -2.768
H: -3.821 -0.485 -2.526
H: -1.598 -1.586 -4.321
H: -1.398 -0.757 -2.779
H: -2.027 0.116 -4.192
C: -5.372 1.555 5.524
C: -3.857 1.530 5.623
O: -3.209 1.275 4.383
C: -3.432 2.224 3.358
C: -2.938 3.621 3.697
H: -5.740 0.652 5.035
H: -5.814 1.624 6.518
H: -5.724 2.410 4.944
H: -3.556 0.720 6.288
H: -3.477 2.455 6.068
H: -4.490 2.242 3.074
H: -2.882 1.857 2.488
H: -3.523 4.069 4.500
H: -3.016 4.273 2.825
H: -1.897 3.591 4.026

Mulliken population analysis, charges in e, atoms 1 to 5:
1 C -1.394
2 C 0.129
3 C -0.842
4 C -1.110
5 C 0.982

Record 2
ORCA calculation (wB97M-V/def2-TZVPD) on a 10-piece molecular cluster, C21H46Cl2N19O11 overall at a distorted geometry.

The multiplicity is 1. Its energy is -3616.3375 a.u. Its net charge is +1. As for the LUMO energy: -3.51 eV.

Positions of all 99 atoms, in Å:
C: 0.113 -1.412 -2.948
C: -0.428 -0.675 -2.169
C: -1.385 0.024 -1.375
N: -2.165 -0.705 -0.558
C: -3.087 -0.175 0.234
C: -3.273 1.189 0.236
C: -2.504 1.992 -0.603
C: -2.756 3.479 -0.577
C: -4.060 3.781 -1.310
O: -5.023 4.198 -0.750
O: -4.063 3.554 -2.656
C: -1.526 1.405 -1.414
C: -0.619 2.197 -2.276
Cl: -1.200 2.710 -3.822
C: 0.610 2.524 -1.875
C: 1.618 3.323 -2.619
Cl: 1.126 2.013 -0.305
H: 0.759 -2.115 -3.419
H: -2.038 -1.721 -0.565
H: -3.716 -0.771 0.880
H: -4.014 1.628 0.886
H: -2.946 3.774 0.450
H: -1.922 4.023 -1.012
H: -3.979 2.612 -2.845
H: 2.594 2.858 -2.490
H: 1.695 4.300 -2.140
H: 1.383 3.424 -3.671
C: 5.165 4.613 -2.023
O: 4.426 4.344 -2.956
N: 5.878 3.656 -1.370
N: 5.326 5.895 -1.564
H: 6.498 3.848 -0.606
H: 5.758 2.705 -1.683
H: 4.815 6.618 -2.033
H: 5.928 6.138 -0.801
C: -6.390 -2.077 2.315
O: -5.596 -1.658 1.470
N: -6.359 -3.380 2.731
N: -7.331 -1.302 2.891
H: -6.986 -3.753 3.419
H: -5.655 -3.974 2.337
H: -7.375 -0.342 2.609
H: -7.980 -1.616 3.587
C: 5.072 -0.101 -1.815
O: 4.447 0.955 -1.787
N: 5.663 -0.561 -2.953
N: 5.223 -0.876 -0.710
H: 6.192 -1.411 -2.996
H: 5.573 0.002 -3.778
H: 4.811 -0.545 0.140
H: 5.751 -1.727 -0.693
C: -1.738 -1.056 -6.406
O: -1.717 -1.989 -7.183
N: -2.897 -0.421 -6.041
N: -0.603 -0.561 -5.818
H: -2.926 0.356 -5.410
H: -3.750 -0.752 -6.453
H: 0.266 -0.992 -6.069
H: -0.607 0.195 -5.160
C: 7.775 0.185 1.562
O: 8.016 0.040 0.373
N: 8.561 -0.323 2.549
N: 6.686 0.891 2.002
H: 8.380 -0.182 3.528
H: 9.374 -0.840 2.269
H: 6.089 1.298 1.306
H: 6.487 1.040 2.974
C: 9.766 2.383 4.535
O: 8.823 1.622 4.700
N: 10.482 2.401 3.374
N: 10.166 3.265 5.495
H: 11.259 3.013 3.211
H: 10.200 1.761 2.654
H: 9.655 3.268 6.358
H: 10.936 3.896 5.381
C: -1.629 -4.357 -1.663
O: -2.254 -3.510 -1.019
N: -1.456 -4.274 -3.008
N: -1.076 -5.445 -1.069
H: -0.960 -4.962 -3.543
H: -1.858 -3.487 -3.484
H: -1.186 -5.540 -0.075
H: -0.568 -6.152 -1.567
C: -8.813 0.807 5.705
O: -8.695 -0.076 4.864
N: -10.003 1.422 5.948
N: -7.759 1.235 6.457
H: -10.124 2.146 6.630
H: -10.794 1.124 5.409
H: -6.873 0.795 6.299
H: -7.831 1.954 7.151
C: -4.460 -6.957 1.083
O: -3.516 -7.717 1.203
N: -5.697 -7.231 1.600
N: -4.346 -5.768 0.417
H: -6.488 -6.624 1.501
H: -5.805 -8.099 2.091
H: -3.449 -5.555 0.027
H: -5.093 -5.112 0.295

Mulliken population analysis, charges in e, atoms 1 to 5:
1 C -0.228
2 C -1.099
3 C 1.685
4 N 0.482
5 C -0.699

Record 3
ORCA calculation (wB97M-V/def2-TZVPD) on a 6-piece molecular cluster, C21H47Br10NO3PS overall at a distorted geometry.

The multiplicity is 1. Its energy is -27588.0954 a.u. The energy above the lowest of the compared OMol25 structures with the same formula, charge and spin is 554.0 kJ/mol. Its net charge is +1. As for the LUMO energy: -2.89 eV.

Positions of all 84 atoms, in Å:
C: -1.268 0.274 3.815
C: -0.319 -1.094 3.742
O: -0.921 -1.965 2.720
P: 0.052 -1.957 1.237
O: 0.629 -0.470 1.016
C: 1.404 -3.280 1.486
C: 2.181 -3.756 0.123
C: 2.943 -2.533 -0.687
S: 2.023 -1.916 -2.200
C: 2.731 -0.213 -2.543
C: 2.394 0.388 -4.031
C: 1.320 -0.488 -4.906
C: -0.198 -0.222 -4.316
N: -1.090 0.258 -5.461
O: -1.055 -2.259 -0.071
C: -1.177 -3.689 -0.391
C: -2.723 -3.944 -0.976
H: -0.757 1.085 4.498
H: -2.328 -0.066 4.226
H: -1.386 0.633 2.695
H: -0.413 -1.619 4.808
H: 0.819 -0.861 3.589
H: 2.234 -2.782 2.184
H: 0.979 -4.187 2.134
H: 3.051 -4.492 0.475
H: 1.511 -4.421 -0.606
H: 3.297 -1.655 0.041
H: 3.960 -3.011 -1.092
H: 0.655 -1.709 -1.963
H: 3.902 -0.241 -2.359
H: 2.273 0.532 -1.736
H: 3.406 0.459 -4.621
H: 1.897 1.458 -3.853
H: 1.322 -0.022 -6.006
H: 1.594 -1.620 -5.042
H: -0.632 -1.156 -3.751
H: -0.143 0.660 -3.518
H: -0.854 1.237 -5.749
H: -0.816 -0.348 -6.289
H: -0.471 -3.877 -1.335
H: -0.956 -4.419 0.497
H: -3.133 -5.013 -0.719
H: -2.652 -3.867 -2.165
H: -3.439 -3.064 -0.653
Br: 0.221 3.105 1.822
C: -0.535 2.538 0.116
C: -1.762 3.347 -0.234
Br: -3.310 2.766 0.801
H: -0.730 1.465 0.194
H: 0.259 2.706 -0.617
H: -2.044 3.188 -1.279
H: -1.642 4.419 -0.054
Br: -1.797 5.273 5.494
C: -3.097 3.955 4.878
C: -3.976 3.482 6.012
Br: -3.030 2.216 7.157
H: -2.533 3.150 4.399
H: -3.692 4.476 4.121
H: -4.837 2.928 5.627
H: -4.329 4.292 6.656
Br: 5.883 -2.820 2.764
C: 5.533 -4.130 4.166
C: 4.050 -4.314 4.385
Br: 3.297 -2.826 5.398
H: 6.066 -3.793 5.059
H: 5.987 -5.058 3.806
H: 3.857 -5.200 4.997
H: 3.479 -4.388 3.456
Br: -4.292 -0.756 -3.105
C: -4.399 -0.282 -4.994
C: -5.455 -1.096 -5.704
Br: -4.831 -2.911 -6.054
H: -3.397 -0.410 -5.413
H: -4.659 0.780 -5.005
H: -5.669 -0.675 -6.690
H: -6.388 -1.183 -5.140
Br: 0.754 7.195 1.735
C: 2.460 6.917 0.830
C: 2.300 6.983 -0.670
Br: 1.507 5.342 -1.368
H: 2.857 5.962 1.184
H: 3.103 7.727 1.185
H: 3.275 7.056 -1.159
H: 1.668 7.810 -1.005

Mulliken population analysis, charges in e, atoms 1 to 5:
1 C -0.302
2 C -0.413
3 O -0.385
4 P 0.556
5 O -0.588

Q: What is the energy in the third record?
A: -27588.0954 a.u.